Below is a 2-piece molecular cluster, C11H15N overall, with properties calculated with wB97M-V/def2-TZVPD.

Maximum force ... 6.42 eV Å⁻¹
Spin multiplicity ... 2
Orbital gap (alpha / beta) ... 2.71 / 6.83 eV
<S²> ... 0.7681
Relative energy (zero: lowest compared OMol25 entry of this formula, charge and spin) ... 2.307 eV
Net charge ... -1
HOMO energy (alpha / beta) ... 0.92 / -3.15 eV
Energy ... -13137.257 eV

Geometry as XYZ:
```
27
C11H15N (wB97M-V/def2-TZVPD)
C 0.922 -1.698 2.885
C -1.089 0.543 0.532
C -0.769 -0.814 0.888
C 0.242 -0.682 2.101
C 0.419 0.671 2.178
C -2.776 -0.306 -0.982
C -1.975 0.792 -0.436
C -2.501 -1.635 -0.574
C -1.514 -1.854 0.459
N -0.172 1.391 1.077
H -3.595 -0.051 -1.633
H -2.167 1.856 -0.876
H -3.268 -2.451 -0.787
H -1.177 -2.879 0.805
H -0.071 2.438 1.162
H 0.981 1.197 2.957
H 1.711 -1.343 3.521
H 1.536 -2.398 2.216
H 0.237 -2.314 3.530
C 1.492 1.757 -2.434
C 2.291 0.543 -2.320
H 1.473 2.342 -3.476
H 0.437 1.613 -2.147
H 1.681 2.426 -1.531
H 2.078 -0.120 -3.090
H 2.219 0.075 -1.399
H 3.355 0.903 -2.627
```

Results of the natural (NBO) charge analysis, in e, for atoms 1 through 2:
1 C -0.6237
2 C 0.1336